Entry 1:
Density functional theory data (ωB97M-V/def2-TZVPD) for a 2-piece molecular cluster, C9H17BrCl2NO3 overall.

```
33
Properties=species:S:1:pos:R:3:forces:R:3
Br 4.035614 1.335952 0.021015 -1.115 -0.185 -0.680
Cl 1.370004 -2.292842 -4.336029 0.144 -0.019 -0.076
Cl 0.754919 -2.104885 -0.977993 0.342 -0.056 -0.321
O -1.113265 0.838120 -1.418943 -1.718 -0.476 6.948
O -2.009331 -1.323637 2.201164 2.652 0.485 0.569
O -3.047587 0.614823 0.064261 6.724 0.627 0.236
N -0.404581 2.198750 1.572389 1.185 -1.098 -0.115
C 1.056583 2.519415 1.348816 -0.055 1.035 -0.171
C 1.464886 2.806155 -0.222280 1.610 -0.315 0.016
C -0.080802 -2.868476 -3.478049 -0.347 -0.223 0.400
C -1.477597 -0.008348 2.603128 -0.695 1.246 -0.476
C 2.207301 1.459599 -0.865986 -2.221 0.978 -0.325
C -0.737689 0.745658 1.316833 -1.181 -0.716 -1.117
C -0.941354 -2.309323 1.970647 -0.126 -1.571 0.086
C -0.437830 -1.982385 -2.295385 -0.253 0.062 -0.565
C -1.706297 0.713381 -0.046310 -3.485 -0.305 -4.641
H -1.402017 -2.288583 -1.878304 0.151 0.076 -0.075
H 1.292292 3.534242 1.930989 -0.419 -2.257 -1.057
H -2.415200 0.618734 2.991507 2.053 -1.361 -1.151
H 0.096167 -3.902841 -3.167253 0.096 0.217 -0.070
H 1.709489 1.637740 1.809583 -1.385 2.030 -1.047
H 0.093563 -2.037061 2.446281 -1.917 -0.181 -0.838
H 2.346773 1.563128 -2.029678 -0.055 -0.317 2.510
H 1.526469 0.532685 -0.610482 1.772 1.757 -0.624
H -0.899213 -2.866893 -4.203864 0.102 0.122 0.156
H -1.297323 -3.315822 2.504622 0.734 2.074 -1.099
H 0.571072 3.150614 -0.901216 1.588 -0.987 1.478
H -0.512695 -0.930392 -2.588178 -0.007 -0.090 0.362
H 0.199730 0.093226 1.062474 -1.549 1.467 0.450
H -0.726197 -0.062712 3.500503 -1.150 -0.171 -1.628
H -1.048328 2.846759 1.068055 0.926 -1.025 0.385
H 2.299108 3.657870 -0.217524 -1.828 -1.702 -0.107
H -0.766666 -2.572650 0.825203 -0.573 0.879 2.586
```
Forces are in eV/Å.

Values from the calculation:
- Molar mass: 338.05 g/mol
- Charge: -1
- HOMO-LUMO gap: 0.2706 hartree
- Multiplicity: 1
- DFT total energy: -4127.898354 Ha

Entry 2:
Density functional theory data (ωB97M-V/def2-TZVPD) for C9H17CaN3O5Se as an isolated structure.

```
36
Properties=species:S:1:pos:R:3:forces:R:3
Se -0.304261 -5.176905 -0.912323 0.010 0.308 0.069
Ca 0.007194 -0.129127 -0.213517 -1.125 -0.095 -1.373
O 0.265546 0.591457 1.722212 1.000 0.349 1.916
O 1.712176 3.760714 -0.180769 -0.377 0.056 -0.086
O 1.763479 0.400537 3.418645 -0.092 -0.001 0.215
O 2.301435 0.220062 -0.044640 0.504 0.187 0.603
O 0.380977 2.076240 -0.804537 0.382 0.694 -0.027
N -2.377599 -0.353675 0.177801 -0.547 0.209 -0.209
N 0.118578 -2.318037 -0.275648 0.070 -1.661 -0.082
N 0.118648 -0.387571 -2.671942 -0.260 -0.340 -0.476
C -2.774038 0.562849 -2.121293 0.172 -0.043 0.082
C -2.264295 -0.122389 -3.394879 -0.055 0.048 -0.024
C -0.045249 -3.459117 -0.505490 0.028 0.028 -0.087
C -1.081710 -1.065931 -3.235809 0.169 0.130 0.308
C 1.436510 2.476002 -0.355329 0.198 -0.154 -0.062
C 1.391121 0.249327 2.275360 -0.443 0.269 -0.413
C -3.250010 -0.406768 -1.023703 0.332 -0.054 0.096
C 2.373442 -0.422061 1.285961 0.033 0.317 -0.296
C 2.623639 1.600593 0.010501 -0.270 -0.214 0.111
H 3.388137 -0.370801 1.662455 0.157 0.045 -0.007
H -1.990864 1.217792 -1.718455 -0.046 -0.064 -0.003
H -3.585306 1.237395 -2.396258 -0.042 -0.023 -0.035
H 0.435856 0.338377 -3.305643 -0.039 0.038 -0.012
H 2.969306 1.897038 1.000739 0.008 0.026 0.079
H 0.866143 -1.077494 -2.630227 0.012 0.019 -0.041
H -2.604583 0.457238 0.747228 -0.067 -0.013 0.002
H -0.868881 -1.522048 -4.201291 0.054 -0.037 -0.131
H 3.420709 1.823911 -0.695319 0.124 0.004 -0.142
H -2.535773 -1.161870 0.769699 0.014 -0.054 -0.010
H -1.326036 -1.886446 -2.557554 0.004 0.017 0.016
H -2.015033 0.648107 -4.131952 0.009 -0.002 0.005
H -3.208551 -1.432615 -1.388769 -0.003 -0.042 -0.047
H 2.090486 -1.461937 1.127317 0.037 -0.028 -0.094
H -3.076683 -0.707974 -3.835091 -0.027 0.039 0.001
H 0.908702 4.258893 -0.420871 0.248 -0.007 0.061
H -4.288654 -0.208734 -0.775131 -0.174 0.046 0.094
```
Forces are in eV/Å.

Values from the calculation:
- Molar mass: 366.29 g/mol
- Charge: 0
- ΔE to the lowest compared entry with this formula, charge and spin: 66.39 kJ/mol
- HOMO-LUMO gap: 0.2710 hartree
- Multiplicity: 1
- DFT total energy: -3972.811122 Ha

Entry 3:
Density functional theory data (ωB97M-V/def2-TZVPD) for C9H17CaN3O5Se as an isolated structure.

```
36
Properties=species:S:1:pos:R:3:forces:R:3
Se 0.363197 4.840875 -1.684197 -0.069 0.825 -0.455
Ca 0.521360 0.231165 0.309993 -1.649 -0.502 -1.878
O -0.008290 -2.758852 3.180679 0.103 0.130 0.352
O -0.232045 -1.676492 1.244720 -0.311 -0.822 0.658
O 0.136101 0.749083 2.490948 -0.196 0.048 0.871
O 2.254487 -0.284851 1.204044 2.269 -0.653 1.271
O 3.589743 0.447248 2.866260 -0.143 0.076 -0.119
N 1.451532 -0.363622 -1.783911 0.207 -0.414 -0.706
N -1.819976 0.422186 -0.207111 -0.733 0.163 -0.338
N 0.565792 2.248642 -0.364521 0.020 2.320 -0.743
C -0.060197 -1.659402 2.445816 -0.215 -0.258 -0.117
C -0.706841 -1.472604 -2.336545 0.003 0.259 -0.103
C 1.414926 1.414598 2.632760 0.498 -0.066 0.117
C 2.561218 0.442421 2.213213 0.356 0.166 0.537
C -2.034980 -0.711828 -2.424999 0.140 0.033 0.206
C -2.081146 0.604179 -1.650231 -0.057 -0.084 -0.182
C 0.500438 3.299698 -0.891387 0.010 -0.988 0.505
C 0.507597 -0.686755 -2.872204 -0.086 -0.102 0.010
C 0.050952 -0.410182 3.288847 0.048 -0.007 0.179
H -3.056416 1.067127 -1.828672 0.048 0.060 0.006
H 1.391154 2.261019 1.946199 -0.067 0.048 0.069
H -0.050727 -3.539612 2.613404 -0.055 -0.044 -0.191
H 0.992952 -1.251570 -3.672349 0.008 0.043 -0.002
H -2.251331 -0.488333 -3.472396 -0.052 -0.006 -0.003
H 2.009616 -1.180585 -1.548840 0.055 0.014 -0.071
H 0.175184 0.257012 -3.306501 0.033 0.016 -0.006
H -1.323365 1.293716 -2.027159 -0.032 0.041 0.016
H -2.836658 -1.365544 -2.066291 -0.024 0.006 -0.051
H 2.107243 0.352142 -2.078056 0.008 0.037 0.020
H -0.834151 -0.357101 3.928966 -0.009 -0.021 -0.017
H -2.544275 -0.161872 0.196904 -0.007 -0.020 0.036
H 1.554618 1.768923 3.652216 -0.036 -0.055 0.022
H -1.895625 1.335601 0.236511 -0.078 -0.030 0.018
H -0.520282 -1.733579 -1.293408 0.000 -0.185 0.027
H -0.814239 -2.411012 -2.881436 0.025 -0.034 0.049
H 0.922433 -0.521840 3.938732 -0.011 0.005 0.012
```
Forces are in eV/Å.

Values from the calculation:
- Molar mass: 366.29 g/mol
- Charge: 0
- ΔE to the lowest compared entry with this formula, charge and spin: 116.87 kJ/mol
- HOMO-LUMO gap: 0.2735 hartree
- Multiplicity: 1
- DFT total energy: -3972.791897 Ha

Entry 4:
Density functional theory data (ωB97M-V/def2-TZVPD) for C9H17ClHfI2N2OPSe as an isolated structure.

```
35
Properties=species:S:1:pos:R:3:forces:R:3
Hf -0.470648 -0.383635 0.300110 -1.886 -2.609 1.110
I -4.132052 -0.786199 -1.168993 -0.205 1.577 0.612
I -2.907955 1.545861 0.065142 -0.862 -1.836 -0.576
Se 1.902393 -0.881627 0.894248 0.434 0.241 0.719
Cl -1.435648 -2.525082 -0.081512 0.785 0.843 0.190
P 0.244915 0.339869 -2.008841 0.666 0.337 -5.036
O 0.378281 2.865891 0.437408 -1.360 -2.988 -0.147
N 0.386266 -1.865485 3.212663 0.193 1.271 0.908
N 1.016272 0.247184 3.510174 -0.629 -1.573 0.410
C -1.199228 0.029314 -3.081003 -1.013 -0.331 0.655
C 0.951800 -0.781483 2.598157 0.065 0.042 -0.235
C 0.050430 -1.498415 4.504989 0.339 -0.325 -0.727
C 0.419533 -3.240011 2.717890 -0.217 -0.869 -0.152
C 1.418963 -0.674566 -2.981601 0.571 -0.867 0.675
C 0.438009 -0.199777 4.689204 0.655 0.145 -0.691
C 1.858210 1.435227 3.408705 0.227 0.750 0.151
C 0.687274 1.917426 -2.821446 0.285 1.216 0.739
C -0.021233 1.791469 0.404427 2.500 5.053 0.566
H -2.014540 0.686501 -2.801022 -0.074 0.340 -0.205
H 1.084565 -3.321763 1.861836 0.081 0.167 0.095
H 0.731923 1.811244 -3.918563 -0.165 -0.465 0.543
H -0.568571 -3.563624 2.384812 0.078 0.035 0.335
H 1.269536 2.343574 3.271004 -0.088 -0.123 0.240
H 0.455937 0.381398 5.602364 -0.152 0.074 -0.194
H 1.317568 -0.472267 -4.054054 -0.252 0.233 0.348
H 2.539926 1.357790 2.571193 0.064 -0.262 -0.124
H -1.589690 -0.966675 -2.916064 0.076 -0.382 -0.217
H -0.953216 0.172482 -4.135793 0.209 0.009 0.240
H 1.654075 2.289479 -2.499464 0.256 -0.021 0.132
H 2.456553 1.507431 4.324272 -0.220 0.054 -0.212
H 1.240735 -1.731512 -2.825023 -0.073 -0.305 0.016
H -0.352059 -2.205355 5.219599 -0.067 0.096 -0.158
H 2.446244 -0.480809 -2.696125 0.240 0.132 0.097
H 0.804802 -3.891696 3.512029 -0.224 0.230 -0.162
H -0.028399 2.703076 -2.600954 -0.237 0.108 0.056
```
Forces are in eV/Å.

Values from the calculation:
- Molar mass: 746.93 g/mol
- Charge: +3
- ΔE to the lowest compared entry with this formula, charge and spin: 0.00 kJ/mol
- HOMO-LUMO gap (alpha / beta): 0.2398 / 0.2398 hartree
- Multiplicity: 1
- DFT total energy: -4383.279568 Ha

Entry 5:
Density functional theory data (ωB97M-V/def2-TZVPD) for C9H17ClI2N2OPPr as an isolated structure.

```
34
Properties=species:S:1:pos:R:3:forces:R:3
Pr -1.110406 -0.105097 0.161559 -2.228 -0.100 0.321
I 5.277959 -1.559708 -2.212536 0.083 0.591 -0.009
I 5.494572 1.137502 -2.262837 -0.024 -0.606 0.011
Cl -3.673234 -0.099874 0.280950 0.874 0.019 -0.128
P -1.349406 0.015846 -2.772982 -1.387 0.078 -1.238
O 2.276331 -0.007921 -1.399781 -4.140 -0.042 1.015
N 0.276196 0.003057 2.045965 0.517 0.156 0.142
N 1.604062 -0.249011 2.277662 -0.356 0.010 0.071
C -0.272352 0.255205 3.271405 1.452 -0.494 -0.191
C -2.475738 1.417107 -3.155856 0.214 0.229 0.490
C -0.232951 0.036486 -4.193906 0.625 0.005 0.205
C -2.464967 -1.384854 -3.195520 0.227 -0.242 0.508
C -1.693653 0.596751 3.420012 -0.883 0.164 0.292
C 0.712072 0.114712 4.246542 -0.079 0.064 -0.259
C 1.179992 -0.034072 -1.046851 5.161 0.048 -1.260
C 1.901206 -0.197302 3.579855 -0.776 0.117 -0.134
C 3.262787 -0.453861 4.055805 0.643 -0.103 0.335
H -1.789551 1.546765 3.971236 -0.088 -0.371 -0.227
H -2.874243 -1.207979 -4.203239 0.127 -0.138 0.390
H 3.261429 -1.313187 4.737766 0.065 0.211 -0.109
H -1.912544 2.360889 -3.099435 -0.273 -0.204 -0.158
H -0.828610 0.044139 -5.119024 0.250 -0.003 0.304
H -3.287310 1.448641 -2.411802 0.163 0.004 -0.374
H 0.404379 0.928252 -4.138654 -0.120 -0.175 -0.210
H -3.275145 -1.448113 -2.451815 0.158 0.013 -0.383
H 3.940283 -0.667922 3.221306 -0.090 0.046 0.228
H -2.216295 -0.189000 3.990289 0.116 0.353 -0.163
H 0.579625 0.228007 5.308485 0.052 0.035 0.038
H -2.882762 1.270352 -4.169488 0.132 0.120 0.398
H 3.639711 0.418482 4.603802 -0.035 -0.233 -0.084
H -2.244026 0.709825 2.465931 0.144 0.044 0.391
H 0.413143 -0.849961 -4.158742 -0.120 0.177 -0.210
H -1.893511 -2.325131 -3.171265 -0.274 0.200 -0.160
H 2.252952 -0.439019 1.525171 -0.129 0.030 0.161
```
Forces are in eV/Å.

Values from the calculation:
- Molar mass: 630.39 g/mol
- Charge: +2
- HOMO-LUMO gap (alpha / beta): 0.2035 / 0.2068 hartree
- Multiplicity: 3
- ⟨S²⟩: 2.004
- DFT total energy: -2451.339234 Ha

Entry 6:
Density functional theory data (ωB97M-V/def2-TZVPD) for C9H17ClN3O as an isolated structure.

```
31
Properties=species:S:1:pos:R:3:forces:R:3
Cl 0.285696 1.208233 0.447975 -0.012 0.881 0.644
O 3.088309 1.485617 -0.018716 -0.227 -2.451 1.985
N 2.579622 -0.711484 -0.072539 0.639 1.051 0.149
N 2.353816 -2.854420 0.126152 -1.257 -1.878 -2.571
N -1.312269 0.283639 -1.915831 -0.940 2.321 0.365
C 2.364909 0.533632 -0.488346 0.911 -0.285 -1.653
C -1.060750 -0.628763 1.941447 2.476 1.330 -1.064
C 2.927260 -2.385058 1.213096 2.186 1.085 3.273
C -1.389548 -0.534585 -0.709149 -2.320 -0.890 -0.342
C 2.180191 -1.877288 -0.685233 -0.123 -0.107 2.164
C 3.153090 -1.059551 1.138354 -0.197 0.589 -0.462
C -2.775585 -1.114598 -0.417052 1.656 -1.286 -0.826
C -1.161250 0.118659 0.613186 -2.049 3.488 0.866
C 3.128944 2.736103 -0.576114 -0.387 2.961 -2.976
H -2.084811 0.859815 0.756951 2.167 -0.995 -0.418
H 2.746279 2.606224 -1.645849 1.069 0.641 1.066
H -1.831403 1.175506 -1.681613 0.889 -1.006 -0.554
H 3.711973 -0.263127 1.568684 0.177 -0.120 1.132
H -0.200466 -1.265657 1.835994 0.600 -0.438 0.453
H -0.720401 -1.325769 -0.817174 1.315 -1.562 -0.220
H 1.909477 0.568657 -1.475845 -0.141 0.612 0.041
H 1.713415 -1.874520 -1.588093 -1.179 -0.126 -2.469
H 4.163442 3.172524 -0.473524 -1.044 -0.883 -0.414
H -1.820768 -0.055005 -2.761381 0.553 -0.335 1.308
H 2.450938 3.496666 -0.149128 0.069 -0.813 0.460
H -2.625844 -1.894228 0.305843 -0.803 0.240 1.111
H -3.479569 -0.351974 -0.371972 -1.297 1.480 1.513
H -1.866746 -1.238780 2.048241 -2.421 -1.577 0.489
H -3.218986 -1.656835 -1.182852 -0.123 -1.252 -2.227
H -0.955901 0.024664 2.826472 -0.019 -0.145 -0.741
H 3.263290 -2.962535 2.054761 -0.168 -0.528 -0.083
```
Forces are in eV/Å.

Values from the calculation:
- Molar mass: 218.71 g/mol
- Charge: +1
- ΔE to the lowest compared entry with this formula, charge and spin: 127.68 kJ/mol
- HOMO-LUMO gap: 0.3061 hartree
- Multiplicity: 1
- DFT total energy: -1052.473159 Ha

Entry 7:
Density functional theory data (ωB97M-V/def2-TZVPD) for an isolated ion of composition C9H17N2O and charge +1.

```
29
Properties=species:S:1:pos:R:3:forces:R:3
O 2.571720 2.228192 -0.221155 -2.222 0.279 0.705
N 1.110564 0.868054 1.079585 0.474 -1.059 -3.675
N 2.653023 -0.136692 -0.286543 1.200 -0.448 -0.760
C -3.217031 -0.586656 0.053309 3.251 3.119 1.303
C -1.808857 0.110609 0.397786 -0.127 -1.294 -2.233
C -0.748513 -1.033932 0.845470 -0.055 5.501 1.847
C 2.529009 1.041170 0.494384 0.464 -0.005 0.567
C -1.219076 0.865676 -0.844801 -1.129 1.604 2.528
C -0.919014 2.152007 -0.591367 -0.760 -1.322 1.279
C 0.710716 -0.550417 0.764006 -0.892 -0.750 -1.736
C 1.686653 -2.278531 -0.860990 -3.529 -1.617 -0.245
C 1.600483 -1.010695 -0.152872 -0.020 1.343 1.813
H 2.145369 -3.060444 -0.236751 0.425 0.315 -0.628
H -0.551698 2.773474 -1.338051 0.559 1.314 -1.073
H -3.203743 -1.195735 -0.753091 0.250 -1.806 -2.707
H 0.607045 1.447876 0.315961 -0.512 -0.145 1.587
H -3.495330 -1.111713 0.875998 -0.900 -1.762 2.502
H -1.115798 2.531042 0.439934 0.269 0.084 -1.070
H -1.104215 -1.122592 1.858966 0.304 -1.388 0.421
H 3.531628 -0.642668 -0.395267 0.071 0.859 0.179
H -1.165724 0.556687 -1.868943 0.048 -0.903 -0.212
H -3.896697 0.195474 -0.051200 -1.331 1.227 -0.511
H 3.231732 1.193223 1.285561 0.547 -0.711 0.838
H -0.832105 -1.794567 0.174894 -0.519 -2.521 -1.197
H 3.290575 2.304461 -0.826655 0.926 -0.311 -0.667
H -2.061384 0.865672 1.198898 0.784 -0.861 -0.714
H 0.571867 -2.618620 -0.873514 1.887 0.146 -0.285
H 1.960494 -2.206573 -1.929530 0.411 -0.076 0.819
H 0.908878 1.022648 2.030981 0.127 1.188 1.327
```
Forces are in eV/Å.

Values from the calculation:
- Molar mass: 169.25 g/mol
- Charge: +1
- ΔE to the lowest compared entry with this formula, charge and spin: 251.33 kJ/mol
- HOMO-LUMO gap: 0.3566 hartree
- Multiplicity: 1
- DFT total energy: -537.542121 Ha